ORCA calculation (ωB97M-V with the def2-TZVPD basis set) on a cluster of 12 separate species, C63H143N7O12 in total in a non-equilibrium geometry.

```
225
Properties=species:S:1:pos:R:3:forces:R:3:mulliken_charge:R:1
C 13.198290 -22.288400 20.633200 -0.17 0.61 0.10 -1.63
C 14.089980 -22.499850 21.833910 0.53 -1.64 -0.34 1.75
C 14.766450 -23.880690 21.508750 0.21 0.00 0.77 -1.40
C 15.942530 -24.229460 22.424970 -1.39 -0.62 0.34 -1.07
C 16.896370 -23.103420 22.329290 0.64 0.18 -1.58 -1.53
C 16.357100 -21.703330 22.722880 0.71 -1.53 1.65 2.60
N 15.103120 -21.452040 21.975620 1.74 -2.15 -0.81 0.04
O 14.588190 -20.188820 22.140070 -0.37 0.92 0.47 2.27
C 16.175960 -21.769270 24.278830 0.09 0.65 0.57 -1.80
C 17.499230 -20.697880 22.411650 -1.05 -0.29 -0.18 -1.98
C 13.109900 -22.666720 23.005990 0.69 0.32 0.98 -1.45
H 12.588900 -23.191650 20.603390 -0.38 0.31 -0.29 0.71
H 13.718250 -22.195090 19.679770 0.18 0.23 0.09 -0.08
H 12.613910 -21.402840 20.882970 -0.45 0.01 -0.59 0.09
H 13.995830 -24.651260 21.529990 -0.23 0.02 0.37 0.54
H 15.126470 -23.957620 20.482800 0.13 0.61 -0.21 -0.20
H 16.401410 -25.151950 22.069260 0.10 -0.09 0.05 0.49
H 15.595290 -24.421750 23.440130 -0.05 -0.03 0.14 0.36
H 17.092230 -23.152780 21.258170 0.15 0.87 -0.54 0.17
H 17.894700 -23.368460 22.677430 -0.10 0.48 0.97 0.52
H 15.723590 -22.648490 24.737560 -0.48 -0.19 -0.70 0.28
H 17.118220 -21.743020 24.826140 0.50 0.15 -0.43 0.52
H 15.643520 -20.907840 24.682000 -0.27 0.17 -0.26 0.11
H 17.702640 -20.730820 21.341300 -0.26 0.48 -0.15 -0.04
H 17.193290 -19.720900 22.785840 0.24 0.22 -0.33 0.30
H 18.449890 -20.974940 22.867270 -0.26 -0.19 0.41 0.65
H 12.189350 -23.145550 22.672230 -0.03 0.25 0.16 0.47
H 12.943570 -21.695920 23.472890 -0.56 0.23 -0.36 -0.04
H 13.496700 -23.231970 23.853910 0.28 -0.41 -0.19 0.36
H 14.987000 -19.749970 21.385110 -0.04 0.66 -0.26 -0.70
C 16.783180 -27.517200 17.274470 -1.51 0.64 -1.66 -1.93
C 15.828670 -26.274520 17.359250 1.12 -0.59 0.30 1.66
C 16.745360 -25.075600 17.664780 -0.11 0.80 -0.80 -1.49
C 16.099510 -23.747010 17.468080 -1.53 0.81 -1.14 2.62
C 15.380210 -23.670070 16.110940 1.09 -0.04 0.17 -1.84
C 14.438800 -24.849360 15.768550 -0.90 1.60 0.47 1.56
N 15.111090 -26.095640 16.028300 2.13 -0.12 0.62 0.28
O 14.323850 -27.212210 15.639460 0.34 0.72 0.63 -0.51
C 13.176780 -24.568840 16.666940 -0.32 0.18 -0.41 -1.01
C 14.117080 -24.694770 14.249010 0.20 -0.31 1.19 -1.84
C 14.997000 -26.574230 18.585070 -0.72 0.76 -0.25 -1.61
H 16.146260 -28.374720 17.057450 0.07 -0.28 0.41 0.41
H 17.371400 -27.664600 18.180210 0.10 0.15 -0.31 0.33
H 17.303830 -27.374690 16.327520 0.84 -0.09 0.35 0.52
H 17.086990 -24.994530 18.696680 0.34 -1.06 0.04 0.31
H 17.585250 -25.044120 16.970730 0.33 -0.55 0.12 0.54
H 16.840930 -22.950570 17.404240 0.08 0.08 0.57 -0.80
H 15.368120 -23.518910 18.243410 0.15 0.11 0.30 -1.25
H 16.184240 -23.578970 15.380650 0.08 -0.48 -0.45 0.61
H 14.911560 -22.688540 16.039820 -0.70 -0.19 -0.02 0.41
H 13.423380 -24.269330 17.685560 0.24 0.12 -0.14 -0.05
H 12.637430 -23.746680 16.196560 0.03 0.20 0.08 0.43
H 12.401380 -25.322420 16.804630 0.20 -0.61 -0.36 0.25
H 15.051960 -24.950010 13.750060 -0.26 -0.18 -0.35 0.47
H 13.278830 -25.327140 13.956520 0.21 -0.05 -0.22 0.35
H 13.880870 -23.650790 14.043090 -0.11 -0.01 0.03 0.29
H 14.269490 -25.796520 18.817450 -0.36 -0.17 -0.18 0.19
H 15.674330 -26.523080 19.437550 -0.07 -0.80 0.08 0.30
H 14.536340 -27.537850 18.367520 -0.25 -0.02 0.85 0.53
H 13.490330 -27.004370 16.068010 -0.72 -0.47 0.13 0.43
C 15.518760 -13.302740 24.004980 1.18 0.41 -0.20 -1.94
C 16.457690 -13.868660 25.089270 -1.04 -1.83 -0.70 1.36
C 15.518710 -14.656780 26.110710 1.27 0.41 0.26 -0.24
C 16.273070 -15.507640 27.157810 -0.16 0.88 -1.18 -0.87
C 17.243500 -16.492310 26.466630 -2.15 0.36 1.44 -1.51
C 18.053480 -15.875610 25.359610 1.84 0.96 1.17 2.67
N 17.336960 -14.928250 24.496250 -2.06 -1.50 0.28 1.11
O 18.175650 -14.519740 23.458080 0.51 0.95 0.10 -0.68
C 19.229980 -15.127090 26.083910 0.41 -0.71 0.31 -2.08
C 18.660490 -17.026050 24.558350 0.22 1.13 -0.82 -2.81
C 17.226180 -12.749900 25.722660 -0.24 0.22 1.51 -1.88
H 16.159290 -12.914860 23.212910 0.00 -0.33 -0.44 0.49
H 15.057650 -12.375800 24.345930 -0.51 -0.33 0.37 0.45
H 14.807220 -14.028950 23.611990 0.03 0.10 0.06 0.20
H 14.945510 -13.901990 26.649070 -0.25 0.08 -0.10 0.61
H 14.828830 -15.335620 25.609350 0.03 0.27 -0.49 -0.77
H 15.504630 -16.014780 27.741250 0.25 -0.19 0.21 0.50
H 16.802720 -14.808360 27.804790 0.14 -0.19 0.26 0.40
H 16.641770 -17.349390 26.164260 0.01 -0.07 -0.53 0.42
H 17.834260 -16.856540 27.307130 0.71 -0.20 -0.46 0.44
H 19.727920 -14.377610 25.468750 -0.15 -0.04 -0.05 0.32
H 18.968550 -14.711730 27.057170 -0.43 0.39 -0.24 0.33
H 19.972160 -15.861830 26.396040 0.29 -0.21 -0.33 0.50
H 19.460010 -16.599340 23.952720 0.24 -0.19 -0.06 0.37
H 19.100020 -17.771560 25.221020 -0.30 -0.12 -0.12 0.63
H 17.932140 -17.399120 23.838340 -0.16 -0.51 0.26 0.43
H 17.607250 -13.132590 26.669460 0.65 0.20 -0.16 0.39
H 16.538540 -11.978220 26.068710 -0.12 0.27 -0.35 0.53
H 18.005420 -12.300020 25.107450 -0.05 -0.24 -0.02 0.23
H 17.957290 -15.093520 22.720050 -0.26 -0.04 -0.12 0.29
C 10.775860 -16.738590 21.204040 0.30 -1.61 0.11 -2.06
C 11.756840 -16.628750 22.426440 -1.10 -0.11 -0.94 2.44
C 11.183310 -15.394220 23.123910 0.55 -0.03 0.09 -1.50
C 11.626930 -15.274200 24.550200 0.35 0.26 1.84 0.21
C 11.362680 -16.553780 25.392690 -0.61 0.28 -1.46 -1.51
C 11.801460 -17.853380 24.678980 0.42 -0.82 2.00 1.78
N 11.523260 -17.830770 23.231920 -2.42 1.39 1.55 0.12
O 11.753750 -18.993520 22.520020 0.50 -0.05 0.47 -0.45
C 13.307260 -18.067280 24.948170 -0.36 -0.02 -0.84 -0.01
C 11.027770 -18.968430 25.510500 -0.55 0.42 -1.50 -2.05
C 13.241230 -16.557440 22.031980 0.33 0.75 -0.19 -0.79
H 9.876590 -17.202890 21.608800 -0.09 0.06 0.11 0.50
H 11.153650 -17.486750 20.507180 0.09 0.24 -0.34 0.21
H 10.428960 -15.847350 20.681110 0.71 0.31 0.17 0.37
H 11.415690 -14.540960 22.486700 0.56 0.26 0.25 0.59
H 10.095020 -15.380510 23.064340 -0.14 -0.60 0.23 0.45
H 11.148040 -14.427890 25.042660 -0.44 0.03 0.00 0.55
H 12.668100 -14.992080 24.706620 0.41 -0.22 -0.63 -0.57
H 10.295960 -16.655160 25.592490 -0.23 0.23 -0.19 0.43
H 11.815500 -16.543030 26.384120 0.32 0.22 -0.14 0.50
H 13.561030 -18.923330 24.322970 0.68 -0.04 0.08 -0.54
H 13.822510 -17.167930 24.610840 0.39 -0.21 0.03 -0.68
H 13.593380 -18.289160 25.976270 -0.29 0.05 0.05 0.70
H 11.138410 -19.973890 25.104420 0.43 -0.03 0.15 0.28
H 11.231760 -18.922930 26.580280 0.60 -0.02 -0.15 0.39
H 9.956190 -18.775360 25.460180 -0.16 0.12 -0.28 0.50
H 13.435660 -15.964980 21.137950 -0.32 0.05 -0.14 0.73
H 13.704140 -17.525440 21.840180 -0.29 -0.24 -0.15 0.15
H 13.888580 -16.119860 22.791960 -0.23 0.17 0.31 -0.75
H 12.712900 -18.979200 22.482310 0.63 -1.02 -0.49 -0.10
C 16.033980 -19.574650 16.901650 -0.63 0.62 -1.11 -2.00
C 17.105070 -18.835970 17.673010 0.06 -1.13 0.67 2.98
C 17.795090 -17.927350 16.662620 0.58 0.75 1.48 -1.12
C 18.723630 -16.912170 17.362780 -0.44 0.42 1.36 1.03
C 17.955080 -16.007230 18.430440 -0.62 -0.68 -2.46 -1.82
C 17.143790 -16.842510 19.426790 2.09 -0.63 0.61 2.42
N 16.427960 -17.965300 18.702690 0.92 2.31 -1.04 -0.13
O 15.681800 -18.677260 19.616640 -0.36 -0.96 0.76 2.36
C 18.188700 -17.378140 20.471200 -1.27 -1.13 0.52 -0.36
C 16.219000 -15.906980 20.231310 -1.33 -0.44 -0.69 -2.53
C 17.973260 -19.974430 18.289970 -0.16 1.17 1.30 -0.01
H 15.437400 -18.820490 16.388390 -0.63 0.00 0.29 0.12
H 15.403820 -20.286030 17.435450 0.18 0.06 0.16 -0.11
H 16.504580 -20.047780 16.039800 0.24 -0.52 0.20 0.59
H 18.382930 -18.554210 15.992100 -0.21 0.10 -0.25 -0.23
H 16.993350 -17.385800 16.160600 0.21 -0.03 -0.39 -0.07
H 19.262520 -16.310100 16.631200 -0.17 0.21 0.05 0.77
H 19.487180 -17.426680 17.946180 0.23 -0.33 -0.17 -1.19
H 17.257360 -15.402930 17.850700 -0.23 0.08 -0.11 0.10
H 18.594160 -15.255890 18.894290 0.22 -0.43 0.32 0.60
H 18.552390 -16.579260 21.117430 0.28 0.06 -0.24 0.75
H 17.667130 -18.077000 21.125150 -0.45 0.18 0.39 -0.65
H 18.981730 -18.059240 20.162480 0.25 0.71 -0.74 -0.84
H 15.717850 -16.355110 21.089290 0.93 -0.19 0.52 0.25
H 16.696350 -14.950750 20.445460 0.27 -0.25 0.31 0.51
H 15.301300 -15.628740 19.713120 0.15 0.12 -0.91 0.58
H 18.923590 -19.585390 18.655500 0.31 -0.19 -0.29 -0.79
H 18.090560 -20.905360 17.735250 0.02 0.42 -0.42 0.11
H 17.437790 -20.236940 19.202360 -0.09 -0.28 0.09 -0.53
H 14.821460 -18.696720 19.191150 -0.67 -0.36 0.35 -0.49
C 22.637850 -18.588420 13.766030 -0.70 0.43 -1.15 -1.89
C 22.279590 -19.253270 15.079610 0.60 1.59 0.83 1.71
C 20.918980 -19.981300 15.008840 0.35 -1.00 -1.85 -1.73
C 20.620220 -20.966240 16.095580 -0.04 -0.32 0.55 1.18
C 21.760420 -22.031840 16.285670 -1.59 3.01 -1.35 -1.98
C 23.079670 -21.240870 16.479430 -0.48 -1.21 1.40 2.17
N 23.366680 -20.161090 15.441590 -1.16 -3.29 -0.22 0.33
O 24.713580 -19.647190 15.451590 -1.50 0.32 0.91 -0.47
C 23.062120 -20.701750 17.919990 1.39 0.69 0.23 -1.71
C 24.103120 -22.363950 16.363560 1.16 1.20 -0.53 -2.06
C 22.106950 -18.146470 16.161340 0.07 -0.19 0.33 -1.27
H 22.448730 -19.187130 12.875030 0.76 -0.91 0.19 0.41
H 23.638160 -18.155440 13.769290 -0.06 -0.23 -0.02 0.40
H 21.943140 -17.803830 13.466220 -0.15 0.59 0.84 0.38
H 20.111140 -19.281020 14.796450 0.11 0.47 0.61 0.42
H 20.859230 -20.582970 14.101910 0.60 -0.07 -0.50 0.49
H 19.680190 -21.497490 15.946520 -0.15 0.06 -0.46 0.65
H 20.407450 -20.368470 16.981870 0.41 -0.41 0.59 -0.99
H 21.897440 -22.634340 15.387710 -0.50 -0.09 -0.09 0.34
H 21.346050 -22.631050 17.096440 1.17 -0.22 0.36 0.45
H 23.781850 -19.884600 17.871360 -0.25 0.42 0.43 0.28
H 22.118450 -20.376130 18.357660 -0.10 0.15 -0.55 -0.22
H 23.495410 -21.340810 18.689380 0.00 -0.63 -0.29 0.57
H 23.997040 -23.151160 17.109980 -0.06 0.26 0.02 0.39
H 24.068880 -22.792540 15.361950 -0.08 -0.11 -0.03 0.47
H 25.061440 -21.851680 16.449100 0.51 -0.63 0.36 0.55
H 23.019120 -17.675800 16.528110 0.38 -0.13 -0.45 0.36
H 21.701920 -18.633580 17.048350 -0.38 0.29 0.05 -0.12
H 21.461620 -17.338750 15.816040 -0.23 -0.14 0.06 0.46
H 25.230240 -20.374120 15.096300 -0.07 -0.06 -0.35 0.39
C 22.779130 -16.923100 24.392360 1.27 1.57 -0.16 -2.08
C 23.273780 -17.613320 23.105750 -1.06 -0.03 -0.28 2.04
C 22.188950 -18.618340 22.888380 -1.35 -3.09 -2.03 -0.66
C 21.992550 -19.229140 21.423120 0.76 -0.42 1.83 -1.12
C 21.901010 -18.138530 20.444840 -1.56 -0.79 0.07 0.33
C 23.022780 -17.143200 20.524030 -1.03 -0.05 0.39 2.51
N 23.245790 -16.705080 21.933870 -1.27 -0.63 0.28 0.34
O 24.284610 -15.782910 22.002550 0.77 0.36 -0.07 -0.55
C 24.243880 -17.733180 19.842060 1.41 1.10 -0.62 -1.64
C 22.389560 -15.969330 19.760980 1.03 0.86 -0.20 -1.76
C 24.574990 -18.362260 23.385100 0.74 0.19 -0.45 -1.81
H 23.408830 -16.045410 24.538080 0.37 0.00 0.42 0.42
H 22.888820 -17.579950 25.255280 -0.10 -0.01 -0.07 0.41
H 21.786760 -16.473200 24.362480 -0.21 -0.56 -0.38 0.50
H 22.345330 -19.507990 23.498440 0.37 0.08 0.38 0.58
H 21.181900 -18.332890 23.192450 0.09 0.79 -0.08 -0.60
H 21.057350 -19.788920 21.435970 -0.03 -0.19 0.05 0.31
H 22.770950 -19.926970 21.114560 0.31 -0.16 0.42 0.39
H 20.893580 -17.763020 20.624260 0.26 1.08 0.05 -0.62
H 21.795960 -18.570130 19.449460 0.44 0.24 -0.33 -0.44
H 24.102850 -17.995100 18.793430 -0.52 -0.14 0.08 0.12
H 24.997240 -16.948370 19.774040 0.17 0.22 0.14 0.47
H 24.791450 -18.548040 20.315620 -0.62 -0.20 0.34 0.22
H 21.471720 -15.585430 20.206280 -0.10 -0.52 0.24 0.34
H 23.034310 -15.091050 19.729100 0.36 0.00 -0.30 0.56
H 22.181110 -16.288350 18.739770 0.00 0.11 -0.10 0.13
H 25.461880 -17.742310 23.516170 -0.27 0.47 0.40 0.36
H 24.895990 -18.979780 22.546210 -0.47 -0.36 -0.08 0.35
H 24.426020 -18.984770 24.267360 0.19 -0.03 -0.06 0.44
H 23.840010 -14.945850 21.850010 0.08 0.26 0.16 0.38
O 12.880380 -18.989720 18.833660 0.38 0.17 -0.05 -0.55
H 12.126410 -19.533700 19.061350 -0.17 -0.26 0.27 0.23
H 12.613860 -18.531670 18.036550 -0.15 0.03 -0.19 0.11
O 14.290460 -20.709430 13.539370 -0.26 0.04 0.18 -0.61
H 15.133720 -20.831200 13.975610 0.25 0.03 0.13 0.29
H 14.400330 -21.125400 12.684300 0.00 -0.07 -0.26 0.30
O 15.686120 -17.045360 13.906300 0.08 -0.14 -0.38 -0.63
H 16.209000 -16.287700 14.168580 0.11 0.18 0.08 0.30
H 15.150650 -17.244830 14.674230 -0.24 0.01 0.32 0.34
O 17.546010 -13.531350 16.058890 0.17 0.00 0.14 -0.61
H 16.625790 -13.794460 16.044740 -0.33 -0.05 0.08 0.31
H 17.829190 -13.599650 15.147090 0.14 0.05 -0.25 0.30
O 14.363790 -16.512810 17.109600 -0.42 0.38 -0.64 -0.59
H 13.511780 -16.946530 17.062460 -0.26 0.16 -0.15 0.30
H 14.833180 -16.980360 17.800470 0.93 -0.34 0.49 0.08
```
Forces are in eV/Å.

Computed properties:
**LUMO**: 0.0 eV
**Gap between HOMO and LUMO**: 8.08 eV
**ΔE to the lowest compared entry with this formula, charge and spin**: 4.232 eV
**SMILES string**: CC1(C)CCCC(C)(C)N1O.CC1(C)CCCC(C)(C)N1O.CC1(C)CCCC(C)(C)N1O.CC1(C)CCCC(C)(C)N1O.CC1(C)CCCC(C)(C)N1O.CC1(C)CCCC(C)(C)N1O.CC1(C)CCCC(C)(C)N1O.O.O.O.O.O
**Highest occupied orbital energy**: -8.07 eV
**Charge**: 0
**Calculated total energy**: -102639.4900 eV